C5H9N in the gas phase at a distorted geometry, computed with wB97M-V/def2-TZVPD.

XYZ file:
```
15
Properties=species:S:1:pos:R:3:forces:R:3
C 2.556448 -0.526865 -0.770345 0.5 -0.6 -0.5
H -1.004225 1.598436 0.174233 0.1 -0.2 0.0
H -1.377038 -0.093172 2.016720 0.0 0.0 -0.1
H -1.748961 0.504209 -0.965828 0.1 0.1 0.2
H -1.802095 -1.316959 0.809004 0.0 0.2 0.0
H -2.869093 0.057383 1.078315 0.2 0.0 0.0
N 3.133147 -1.277196 -1.436479 -0.4 0.8 0.7
H 0.308127 0.078266 -1.643338 0.0 -0.1 0.1
C -1.094114 0.535163 -0.085091 0.0 0.1 0.0
C -1.815143 -0.241052 1.024452 0.0 0.0 0.0
H 1.785473 0.190644 1.049887 -0.2 0.0 -0.2
H 0.174506 -1.161659 -0.419232 0.0 0.1 -0.1
C 0.237561 -0.077199 -0.562527 -0.1 -0.1 -0.1
H 1.883996 1.387690 -0.244337 -0.2 -0.2 0.0
C 1.631413 0.342304 -0.025431 -0.1 0.0 0.0
```
Forces are in eV/Å.

Its SMILES is CCCCC#N. As for the charge: 0. The LUMO energy comes out at 0.0314 hartree. The value obtained for the energy above the lowest of the compared OMol25 structures with the same formula, charge and spin is 0.414 eV.

Mulliken atomic charge list, values in e, 8 entries: 0.23 0.29 0.30 0.28 0.31 0.34 -0.42 0.35

=====

A molecular structure, C12H18CuF9O6 at a distorted geometry, computed with wB97M-V/def2-TZVPD.

XYZ file:
```
46
Properties=species:S:1:pos:R:3:forces:R:3
C 9.970882 17.496997 12.806958 -0.6 -0.9 -2.0
O 10.823566 16.352652 12.732204 1.2 -0.3 0.9
H 7.420455 13.283991 11.268284 -0.6 -0.2 0.1
C 5.514606 15.621557 13.874286 0.4 -0.1 0.8
C 10.627945 18.736766 13.412264 -0.3 -0.1 1.2
C 6.778699 12.967809 16.442028 -0.7 0.0 -0.9
C 8.263000 12.796842 16.633980 -0.2 -0.6 -0.6
O 8.849575 17.054910 13.350192 0.0 -0.5 0.9
H 11.822036 14.174902 11.540150 0.1 -0.2 0.3
C 10.295633 14.016137 16.082372 0.2 -0.6 -1.1
O 7.223980 14.156653 13.167741 -0.3 -0.2 -0.2
C 7.832648 13.167563 12.286006 0.1 1.7 -0.3
F 6.151994 11.579045 12.957155 -0.2 0.2 0.2
C 11.929001 16.270296 11.879467 0.4 0.7 -1.6
C 12.562367 14.893927 11.894816 -0.5 0.3 0.1
H 5.274239 13.986579 12.561695 0.1 0.0 -0.3
F 9.737365 19.747930 13.442460 0.1 0.1 -0.4
H 13.393053 14.887838 11.188060 0.1 0.0 0.1
C 10.473804 14.913461 17.317274 -0.2 -0.3 0.0
H 12.904428 14.657031 12.900748 0.0 -0.2 0.0
H 5.357189 14.957821 14.728352 -0.2 0.1 0.0
H 6.449184 13.978999 16.685700 0.1 -0.1 0.4
F 11.767648 15.166977 17.567951 0.0 0.2 -0.1
H 6.143849 12.219097 16.920789 0.3 0.1 0.5
H 8.609382 11.846943 16.206163 -0.2 -0.1 0.2
Cu 9.333565 14.971868 13.640064 0.4 0.0 0.0
H 6.518642 12.863005 15.386108 0.3 0.0 -0.1
F 9.813564 16.066878 17.202152 0.2 0.1 0.1
H 6.250779 16.357223 14.207679 0.1 0.0 -0.3
O 8.887297 13.821445 15.860713 0.2 0.2 1.1
C 7.477035 11.763672 12.764765 0.1 -0.6 -0.5
F 8.106518 11.355992 13.861250 0.0 0.2 0.2
F 11.050105 18.601418 14.679959 0.2 -0.2 -0.2
F 11.683945 19.141199 12.673862 0.0 0.1 0.0
H 11.599579 16.485561 10.845284 -0.2 -0.1 0.0
F 10.005993 14.295772 18.441039 0.0 0.1 0.1
H 8.506316 12.762018 17.695641 0.3 0.5 0.0
H 4.587073 16.157538 13.673448 0.0 -0.2 -0.3
H 12.682112 17.051514 12.028613 -0.1 -0.1 0.7
H 9.859854 17.769503 11.728415 -0.2 0.5 0.1
H 10.788664 13.041882 16.267515 -0.3 -0.1 0.6
O 10.823567 14.540400 14.975062 -0.9 0.8 -0.7
O 9.113740 13.462016 12.272722 1.2 -0.1 0.8
H 6.092143 15.400822 11.838575 0.7 -0.3 -0.2
C 6.029628 14.763921 12.728204 -1.3 0.4 0.6
F 7.810464 10.896182 11.778946 0.1 -0.1 0.0
```
Forces are in eV/Å.

Its expectation value of S² is 0.75. Its multiplicity is 2. As for the charge: -1. The LUMO energy (alpha / beta) comes out at 0.1148 / 0.0822 hartree. The value obtained for the energy above the lowest of the compared OMol25 structures with the same formula, charge and spin is 0.000 eV.

Mulliken atomic charge list, values in e, 8 entries: 0.47 -0.21 0.27 -1.12 0.77 -0.91 -0.48 -0.86

=====

2 unconnected molecules or ions with the total composition C21H36B2F3NO11P3S at a distorted geometry, computed with wB97M-V/def2-TZVPD.

XYZ file:
```
78
Properties=species:S:1:pos:R:3:forces:R:3
H -2.179802 -6.566687 -1.641537 -0.2 0.2 0.2
C -4.186562 -0.177704 -0.530091 0.1 -0.4 1.6
C -6.541994 3.841227 1.107339 0.7 -0.5 -0.4
H -6.384578 -7.434830 -1.648276 0.2 0.1 0.1
H -0.080926 -0.319473 0.051369 0.4 0.1 -2.1
H 4.662521 -2.554015 -0.563230 -0.4 0.6 -0.5
C -3.180492 -6.347554 -1.275536 -0.1 0.1 0.1
C 4.640103 3.600195 -2.704450 1.2 0.1 -0.4
H -1.561651 1.630562 -1.343708 -0.1 -2.5 -0.2
O -1.148939 -4.804278 -0.269930 -2.0 0.4 0.7
H -2.204268 -1.149155 0.168535 -0.9 2.4 -0.5
C -2.599978 -0.063959 -0.123647 0.2 -0.5 -1.4
P 3.422266 -1.828555 -0.807823 0.1 -1.2 -0.8
H 3.919236 -1.611914 2.647868 0.1 2.5 0.0
H -4.898805 -4.260346 0.831795 0.3 -0.2 -0.2
C 6.812357 -1.081245 1.772812 0.5 -0.7 0.1
O 0.273421 5.721439 1.142745 -0.5 -1.9 3.5
O 0.786578 4.582273 3.667591 0.5 0.2 -2.0
H 3.431541 -1.529692 -2.245203 0.5 -0.3 1.0
N -2.278440 -4.544668 0.171129 1.6 0.7 0.4
C 2.089536 2.753100 -2.010911 0.2 -0.1 0.2
C -3.409376 -5.326456 -0.342936 -0.8 -0.6 -0.4
H -6.843822 3.173170 2.033033 0.7 1.5 -1.9
O -4.622865 2.107932 0.484984 -4.4 0.9 -1.0
C -1.650387 0.444859 -1.404831 0.4 0.0 1.6
C -5.548989 -6.838723 -1.285441 0.1 0.1 0.0
B 3.455097 -0.147989 0.122941 -0.6 1.8 0.1
C 3.352544 3.738593 -1.715908 -0.8 0.6 0.6
H -5.760661 4.673474 1.443815 -1.6 -2.0 -0.7
H 0.469127 1.110577 -2.774825 1.3 -1.2 2.0
O -2.517022 -3.673099 1.019355 0.2 -1.2 -1.1
H -0.222064 1.667897 2.250375 0.9 0.8 -0.2
H 1.048215 3.271022 -1.741801 2.4 -0.8 -0.5
B 4.619352 -0.220833 1.274944 2.5 0.0 2.9
H 2.872185 2.193910 0.866423 -2.3 -0.4 -0.9
H -2.102986 0.150893 -2.443090 0.8 0.4 2.0
H -7.482830 4.367259 0.641757 2.0 -1.3 0.8
H 1.625728 -0.355950 -2.557456 -1.3 1.8 1.5
C -5.843115 2.799168 0.005236 -1.9 -0.3 -4.6
C 7.267294 -0.846075 3.324607 0.3 -0.8 1.0
H -6.785470 -5.611861 -0.015289 0.2 0.0 0.0
C -4.257161 -7.103859 -1.742632 -0.1 0.3 0.3
H -4.420741 0.151672 -1.637459 0.4 -0.4 2.4
H -4.779248 0.351815 1.707730 -0.4 0.6 -2.5
H -4.088905 -7.902925 -2.461477 0.0 0.2 0.2
O -6.385732 2.589834 -1.213542 3.7 1.2 8.0
H 2.037552 2.553125 -3.168435 0.2 0.1 2.3
O 4.137997 -0.613886 2.648085 1.3 -2.1 -2.1
C -4.706236 -5.053080 0.111908 0.1 -0.1 -0.1
H 6.138729 -2.053962 1.676680 1.6 1.8 0.4
H -6.174075 0.543714 0.398170 2.1 0.4 0.5
H 7.804942 -1.290607 1.151178 -2.2 0.7 1.1
F 5.049982 5.005639 -3.078198 -0.7 -4.2 0.9
H 6.918023 0.159232 3.810521 0.6 -1.9 -1.3
H -0.281030 -1.411514 -1.470911 0.4 2.5 0.9
O 2.267198 0.229966 0.966815 -2.2 1.4 -0.5
C -0.170089 -0.279443 -1.107407 -1.6 -0.2 -0.8
H -4.499015 -1.312684 -0.379766 0.5 2.3 -0.5
H -2.454551 0.662089 0.783059 -0.2 -1.4 -1.7
C 1.010598 0.454810 -1.933777 0.0 -1.1 -0.5
C -5.028041 0.686539 0.596230 0.2 -1.8 -0.7
C 2.096080 1.343962 -1.107788 0.8 2.1 -0.8
H -0.376477 6.113469 1.823563 1.3 -0.8 -1.5
S 1.923438 -2.984064 -0.359198 -0.7 -1.0 0.2
O 6.062863 0.021998 1.149274 -1.2 -1.9 1.0
H 8.449559 -0.934374 3.438248 -2.5 0.4 -0.4
C 1.900536 1.587907 0.526155 3.5 -1.4 -0.7
H 1.619322 4.868231 4.145698 -1.1 -0.5 -1.3
P 1.089377 4.397073 1.963425 5.1 3.0 1.2
O 3.501857 0.818548 -0.985014 -2.7 1.4 -1.1
P 0.355744 2.466769 1.185235 -0.8 -0.9 -1.1
F 4.415643 2.906274 -3.987731 0.7 2.1 3.9
H 3.661248 3.599243 -0.588267 -0.2 0.2 -2.4
H 6.839036 -1.708924 4.031553 0.8 1.9 -1.6
H 2.952831 4.858662 -1.792797 1.2 -2.4 -0.1
O 2.635932 4.636614 1.741232 -4.9 -1.0 0.3
C -5.775401 -5.814327 -0.364596 0.4 -0.1 -0.1
F 5.817138 2.923975 -2.058497 -3.7 2.4 -2.4
```
Forces are in eV/Å.

As for the charge: -1. The LUMO energy comes out at 0.0381 hartree. The value obtained for the energy above the lowest of the compared OMol25 structures with the same formula, charge and spin is 11.641 eV.

Mulliken atomic charge list, values in e, 8 entries: 0.46 -0.29 -0.78 0.36 0.23 0.05 -0.28 0.87

=====

C9H11NO in the gas phase at a distorted geometry, computed with wB97M-V/def2-TZVPD.

XYZ file:
```
22
Properties=species:S:1:pos:R:3:forces:R:3
H -2.791169 -2.193108 -0.688855 0.5 -0.2 0.2
C 3.069489 0.240633 -0.535241 -0.7 8.2 -3.2
N 1.815622 -0.165787 -0.264944 -3.7 -1.1 2.3
H -4.538732 -0.343799 -0.157942 3.2 -0.2 0.1
H 2.953151 1.031796 -1.416612 0.7 -1.7 1.4
H 0.831373 -1.394188 1.300296 2.2 0.5 -1.4
C -1.027156 -0.842202 -0.447103 -4.0 0.8 1.4
H 3.596205 -0.492563 -0.818253 4.0 -5.7 -2.6
H 2.500980 -0.727393 1.901821 -1.3 -0.9 -3.4
C -2.382441 -1.248937 -0.353139 -0.9 2.7 -0.6
C -2.904679 1.141640 0.206544 -3.3 -0.1 -1.0
H -0.405438 -1.574980 -0.722254 2.8 -2.2 -1.0
H 2.380964 -2.113026 0.434031 -0.8 1.8 0.9
C -3.332231 -0.218033 -0.111100 -2.2 1.6 0.6
C 0.826374 0.871931 -0.184544 -1.7 -5.8 1.3
H -3.764031 2.149687 0.371695 2.9 -3.6 -0.4
C 1.887008 -1.126877 0.813635 -1.0 -1.7 3.7
H 3.713298 0.772066 0.113373 0.0 0.8 2.0
O 1.139987 1.971672 -0.082326 1.3 5.5 -0.3
C -0.656981 0.434200 -0.085284 3.5 -1.2 -1.7
C -1.555313 1.397514 0.135693 -2.3 4.1 3.0
H -1.356270 2.429746 0.590511 0.7 -1.5 -1.3
```
Forces are in eV/Å.

Its SMILES is CN(C)C(=O)c1ccccc1. As for the charge: 0. The LUMO energy comes out at 0.0237 hartree. The value obtained for the energy above the lowest of the compared OMol25 structures with the same formula, charge and spin is 3.956 eV.

Mulliken atomic charge list, values in e, 8 entries: 0.36 -1.04 0.11 0.22 0.27 0.34 -0.27 0.44

=====

Question: charge of number 4 (C9H11NO)?
Answer: 0

=====

Question: What is the charge in the third record?
Answer: -1

=====

Question: What is the charge in the fourth record?
Answer: 0